C48H132N12O12 | the ωB97M-V functional and the def2-TZVPD basis

Last column: Mulliken charge in e.
Atoms and positions in Å:
C: -1.71685 -2.75265 1.40028  -0.840
O: -2.61372 -1.73859 1.79932  0.390
C: -3.94323 -2.18738 1.93250  -0.969
C: -4.84555 -1.01522 2.21939  1.303
C: -6.33361 -1.34183 2.28670  -1.337
N: -4.67975 -0.08586 1.08684  0.364
H: -1.98698 -3.26354 0.47125  0.563
H: -1.60748 -3.56057 2.13777  0.387
H: -0.70974 -2.33294 1.22891  -0.385
H: -4.21705 -2.65683 0.97438  0.212
H: -3.92183 -2.94700 2.72397  0.400
H: -4.56808 -0.59649 3.21256  -0.434
H: -6.87654 -0.64802 2.92453  0.368
H: -6.63736 -2.34435 2.61353  0.348
H: -6.69000 -1.25086 1.25352  0.107
H: -3.74476 0.23570 0.96990  -0.985
H: -5.20784 0.79022 1.13382  0.432
C: -2.35129 1.04885 7.12249  -0.876
O: -1.56795 1.41286 6.00570  -0.292
C: -2.28096 1.89351 4.91745  -0.957
C: -1.39961 1.89533 3.64757  0.606
C: -2.05744 2.40895 2.42134  -1.538
N: -0.85631 0.60709 3.29187  0.983
H: -2.94689 0.15472 6.88597  0.305
H: -3.10303 1.81588 7.30246  0.399
H: -1.73942 0.89138 8.01432  0.224
H: -3.14250 1.18414 4.77759  0.207
H: -2.68893 2.88666 5.12164  0.438
H: -0.53080 2.53567 3.84626  0.303
H: -1.41016 2.34427 1.55732  0.067
H: -2.39256 3.43910 2.45363  0.587
H: -2.94842 1.77501 2.27125  0.155
H: -0.41732 0.08002 4.03922  -0.088
H: -1.59086 0.05403 2.86493  -0.792
C: 5.33974 3.17324 -1.05954  -1.044
O: 5.21416 4.57857 -0.96603  -0.093
C: 6.46108 5.20225 -0.76062  -0.956
C: 6.36157 6.74638 -0.54438  0.539
C: 7.75355 7.36203 -0.48112  -1.562
N: 5.67788 7.13920 0.69670  -0.590
H: 5.94789 2.85760 -1.88843  0.550
H: 4.39542 2.67058 -1.22373  -0.003
H: 5.75027 2.73830 -0.16112  0.528
H: 6.88194 4.83841 0.17584  0.412
H: 7.17845 5.00017 -1.54648  0.368
H: 5.88409 7.19789 -1.41728  0.332
H: 8.20846 7.58036 -1.44261  0.350
H: 8.43065 6.71908 0.08644  0.315
H: 7.58886 8.25974 0.11916  0.450
H: 5.97718 6.54962 1.45420  0.267
H: 4.67553 7.10355 0.71546  0.128
C: -0.91388 4.37651 -1.89204  -0.377
O: -0.19131 5.38142 -1.23720  -0.465
C: 0.93474 4.90559 -0.56386  0.338
C: 1.67883 6.07807 0.10666  0.185
C: 2.41769 6.98328 -0.89459  -1.391
N: 2.68958 5.58039 1.02444  -0.459
H: -1.71562 4.91388 -2.37976  0.370
H: -1.32328 3.66909 -1.17032  -0.011
H: -0.28893 3.86786 -2.61499  0.299
H: 0.72166 4.13463 0.18579  -0.204
H: 1.59865 4.38256 -1.25442  0.158
H: 0.94531 6.69915 0.63590  0.389
H: 1.85679 7.32657 -1.76850  0.383
H: 3.24339 6.37186 -1.23110  0.238
H: 2.79874 7.87833 -0.41368  0.351
H: 2.27603 4.96359 1.70451  0.220
H: 3.43132 5.10562 0.51726  -0.011
C: -3.78348 0.74004 -5.58667  -0.375
O: -2.40789 0.84431 -5.66039  -0.361
C: -1.64915 -0.33600 -5.80371  -0.306
C: -0.19474 0.00219 -5.76297  0.034
C: 0.24440 0.72781 -4.49378  -0.304
N: 0.19964 0.82001 -6.97961  -0.851
H: -4.15915 0.19710 -4.71667  -0.072
H: -4.27921 0.24847 -6.41281  0.414
H: -4.22210 1.74809 -5.52248  0.200
H: -1.89759 -1.04769 -5.01174  -0.092
H: -1.93760 -0.78624 -6.76150  0.603
H: 0.35735 -0.94374 -5.79938  0.471
H: 0.01512 0.10391 -3.62033  -0.340
H: -0.32701 1.65157 -4.38856  0.096
H: 1.30245 0.97465 -4.54785  0.369
H: -0.41112 1.64178 -6.98951  0.285
H: 1.15478 1.14865 -6.91017  0.293
C: -6.39399 -1.94982 -2.25096  -0.481
O: -5.78413 -2.65792 -3.30269  -0.407
C: -4.34980 -2.67146 -3.33487  0.400
C: -3.93445 -3.49665 -4.51766  0.462
C: -4.58977 -4.83680 -4.62579  -1.627
N: -2.46155 -3.56968 -4.51203  -0.544
H: -6.59895 -2.58036 -1.37951  0.315
H: -7.34188 -1.57093 -2.60369  0.272
H: -5.90594 -1.04787 -1.85351  -0.008
H: -4.08592 -1.62424 -3.46442  -0.466
H: -3.91916 -2.99516 -2.37973  0.100
H: -4.22711 -2.95151 -5.43647  0.307
H: -5.68522 -4.75037 -4.55167  0.336
H: -4.22711 -5.48354 -3.80889  0.316
H: -4.28191 -5.29651 -5.54580  0.455
H: -2.22205 -4.32742 -3.88841  0.255
H: -2.13169 -3.88883 -5.41171  0.269
C: 1.68994 -3.83631 0.41327  -0.043
O: 3.05286 -4.12563 0.64472  0.098
C: 3.23521 -5.19420 1.50394  -0.298
C: 2.81218 -6.57402 0.98166  0.547
C: 3.23895 -7.63270 1.94755  -1.605
N: 3.33216 -6.87877 -0.36462  -0.749
H: 1.28979 -4.44558 -0.40325  0.354
H: 1.52808 -2.78248 0.11115  -0.343
H: 1.07568 -4.03732 1.30452  -0.189
H: 4.30403 -5.27602 1.75835  0.470
H: 2.70625 -5.00811 2.46504  -0.160
H: 1.72944 -6.64659 0.81325  0.287
H: 2.92325 -8.61651 1.59207  0.377
H: 2.86549 -7.52284 2.97162  0.319
H: 4.32884 -7.68157 1.99911  0.408
H: 4.33359 -6.81499 -0.39529  0.286
H: 2.99758 -6.23063 -1.07117  0.277
C: -9.11984 0.16149 -0.47132  -0.648
O: -8.48451 1.16161 -1.23152  -0.397
C: -7.25548 1.63238 -0.68386  0.294
C: -6.72388 2.66011 -1.66357  0.269
C: -6.39853 2.02157 -2.98292  -1.039
N: -5.48929 3.33662 -1.17119  -0.598
H: -9.46067 0.52833 0.51880  0.298
H: -8.53784 -0.74451 -0.26099  0.168
H: -9.99402 -0.12564 -1.05822  0.291
H: -7.63033 2.11022 0.24618  0.514
H: -6.58575 0.80111 -0.50274  -0.583
H: -7.42786 3.50315 -1.75851  0.358
H: -5.52641 1.37261 -2.82384  -0.150
H: -6.10204 2.70679 -3.76530  0.400
H: -7.13974 1.33048 -3.36960  0.471
H: -4.79681 2.61589 -1.03481  0.055
H: -5.70945 3.67599 -0.25090  0.302
C: 4.55992 -0.73272 1.88899  -0.537
O: 4.20164 0.61871 1.95823  -0.203
C: 3.63990 0.94295 3.22912  0.330
C: 3.05625 2.32856 3.26189  0.338
C: 2.50037 2.71714 4.67733  -1.298
N: 1.97454 2.64291 2.36349  0.390
H: 3.69365 -1.40338 1.95677  0.165
H: 5.29867 -1.00175 2.66527  0.453
H: 4.95678 -0.91309 0.87195  -0.112
H: 2.83768 0.19748 3.36602  -0.708
H: 4.40812 0.68788 3.97266  0.619
H: 3.87982 3.02320 3.01433  0.269
H: 1.45746 2.41276 4.72869  0.100
H: 2.54315 3.79843 4.71039  0.327
H: 3.02373 2.26601 5.51594  0.423
H: 1.12161 2.15277 2.54457  -0.454
H: 2.18843 2.57768 1.38655  0.039
C: 5.50412 0.29664 -2.95918  -0.605
O: 5.65531 -1.09053 -3.23614  -0.427
C: 5.70035 -1.91401 -2.10772  0.287
C: 5.68227 -3.38682 -2.50793  0.248
C: 4.46634 -3.80070 -3.24885  -1.344
N: 5.82481 -4.24342 -1.40219  -0.682
H: 4.43526 0.55632 -2.83307  0.082
H: 5.91037 0.80641 -3.83132  0.387
H: 6.10114 0.59685 -2.06578  0.362
H: 6.60229 -1.71928 -1.47439  0.315
H: 4.81218 -1.61852 -1.53256  -0.273
H: 6.49199 -3.53883 -3.22570  0.339
H: 3.59643 -3.87865 -2.56198  0.110
H: 4.64319 -4.83545 -3.54572  0.343
H: 4.16795 -3.19258 -4.09000  0.408
H: 6.58670 -3.97366 -0.81214  0.296
H: 5.00568 -4.26663 -0.79644  0.114
C: 0.33189 -5.95261 3.79156  -0.824
O: 0.47513 -4.54240 3.74122  0.084
C: 0.07626 -3.99421 5.00188  -1.531
C: 0.05206 -2.51094 4.92096  2.528
C: 1.41608 -1.91534 4.61786  -0.838
N: -0.25592 -2.03211 6.27853  -0.816
H: 0.83103 -6.35055 2.91281  0.051
H: -0.74520 -6.25072 3.79978  0.354
H: 0.77804 -6.38556 4.71235  0.310
H: -0.92827 -4.39903 5.24926  0.448
H: 0.76301 -4.22486 5.82605  0.339
H: -0.58702 -2.12067 4.13917  -0.847
H: 1.99522 -2.64562 4.04797  0.146
H: 1.95817 -1.66202 5.54475  0.513
H: 1.44882 -0.95382 4.09541  -0.529
H: -1.25381 -2.06963 6.37686  0.287
H: -0.00438 -1.07360 6.42504  0.237
C: -2.38689 1.03227 -2.16202  -0.509
O: -1.16424 1.17432 -1.45038  0.736
C: -0.72305 0.11494 -0.67134  -0.313
C: 0.61722 0.44874 -0.14567  2.852
C: 1.70903 0.66122 -1.20306  -2.198
N: 1.13093 -0.61858 0.69142  1.469
H: -3.19596 0.73895 -1.47128  -0.310
H: -2.36270 0.22093 -2.89801  -0.056
H: -2.66026 1.90432 -2.74624  0.459
H: -1.44112 -0.11654 0.09635  -1.123
H: -0.80589 -0.67040 -1.39589  0.928
H: 0.58579 1.35799 0.40975  -1.359
H: 2.70795 0.84032 -0.74374  0.239
H: 1.55835 1.50946 -1.88184  0.398
H: 1.83126 -0.18405 -1.87315  0.489
H: 0.56974 -0.65433 1.52997  -0.726
H: 2.06412 -0.33495 0.96014  -0.709

The LUMO energy comes out at 0.3 eV. Its relative energy (zero: lowest compared OMol25 entry of this formula, charge and spin) is 1.691 eV. The value obtained for the molar mass is 1069.7 u. The HOMO energy comes out at -8.6 eV. The calculation puts the total energy at -94361.587 eV. Its SMILES is COC[C@H](C)N.COC[C@H](C)N.COC[C@H](C)N.COC[C@H](C)N.COC[C@H](C)N.COC[C@H](C)N.COC[C@H](C)N.COC[C@H](C)N.COC[C@H](C)N.COC[C@H](C)N.COC[C@H](C)N.COC[C@H](C)N. For the orbital gap, the calculation gives 8.91 eV.